[1]
The following is a DFT calculation (the ωB97M-V functional and the def2-TZVPD basis) of 3 unconnected molecules or ions with the total composition C20H32BrClN2O5SSi at a distorted geometry.

Results
- structure (SMILES) = C#CCCC[Si@@](CCCS(=O)(=O)O)(CC(=O)Cl)CC(=O)Br.CCCC#N.CCCC#N
- E_HOMO (Ha) = -0.36448

```
! RIJCOSX wB97M-V def2-TZVPD def2/J DEFGRID3
* xyz 0 1
C 3.9031 -4.3676 4.1066
C 3.8814 -4.3328 2.9088
C 3.8977 -4.0936 1.4625
C 3.5406 -2.6128 1.0898
C 2.0601 -2.5767 0.6340
Si 1.3323 -0.8183 0.4396
C -0.5498 -0.8616 0.5752
C -1.1012 -1.7094 1.7513
C -2.5327 -2.1907 1.3632
S -2.3161 -3.6942 0.3826
O -3.2969 -3.7681 -0.6623
O -0.9937 -3.7557 -0.1772
O -2.4442 -4.9171 1.4206
C 2.1215 0.3243 1.7766
C 1.6994 -0.0010 3.1962
O 1.3868 0.8515 3.9497
Cl 1.6581 -1.6824 3.7949
C 2.0070 -0.2018 -1.2401
C 1.6205 1.2026 -1.6745
O 2.3869 1.8710 -2.2628
Br -0.1479 1.9798 -1.3337
H 3.8327 -4.3673 5.1643
H 4.8597 -4.3637 1.0225
H 3.1597 -4.7595 1.0083
H 4.1909 -2.3157 0.2652
H 3.7277 -2.0192 1.9826
H 2.0508 -2.9773 -0.3897
H 1.4295 -3.2251 1.2394
H -0.8902 0.1639 0.7518
H -0.9928 -1.1455 -0.3831
H -1.1093 -1.1128 2.6623
H -0.5134 -2.6057 1.9473
H -2.9738 -1.4459 0.7170
H -3.1178 -2.3822 2.2564
H -2.9444 -5.6078 0.9614
H 3.2029 0.1656 1.7076
H 1.8887 1.3729 1.5934
H 1.7710 -0.9700 -1.9822
H 3.0961 -0.1914 -1.1429
C -4.1567 3.7289 2.5730
C -2.7863 3.3207 3.1025
C -2.1378 2.2038 2.2782
C -2.9750 0.9942 2.2993
N -3.6311 0.0509 2.3158
H -4.8672 2.9021 2.6203
H -4.5668 4.5440 3.1693
H -4.0925 4.0670 1.5366
H -2.8848 2.9998 4.1413
H -2.1263 4.1897 3.0971
H -1.1552 1.9552 2.6853
H -2.0045 2.5199 1.2422
C 0.6151 3.3618 -4.7992
C -0.3019 2.5676 -5.7226
C -0.3761 3.1510 -7.1376
C -0.9019 4.5242 -7.1023
N -1.3141 5.5956 -7.0748
H 0.2552 4.3825 -4.6593
H 0.6600 2.8951 -3.8157
H 1.6306 3.4075 -5.1984
H -1.3033 2.5323 -5.2880
H 0.0573 1.5381 -5.7845
H -1.0303 2.5437 -7.7635
H 0.6130 3.1656 -7.5974
*
```

***

[2]
The following is a DFT calculation (the ωB97M-V functional and the def2-TZVPD basis) of a molecular structure, C20H32Cl2N3O3Ti at a distorted geometry.

Results
- E_HOMO (alpha / beta) (Ha) = -0.21227 / -0.21077
- ΔE to the lowest compared entry with this formula, charge and spin (kJ/mol) = 349.5
- ⟨S²⟩ = 0.80

```
! RIJCOSX wB97M-V def2-TZVPD def2/J DEFGRID3
* xyz 0 2
O 1.4788 -0.3638 -2.5066
C 0.3631 0.0892 -2.7005
C -0.0536 1.4937 -2.8068
C 0.3423 2.6542 -2.0347
H 0.5383 2.6005 -0.9373
C 0.4770 3.8249 -2.8138
H 0.9803 4.6777 -2.3450
C -0.0010 3.9379 -4.1098
H 0.1674 4.8225 -4.6753
C -0.6460 2.8812 -4.7011
H -1.0545 2.8989 -5.7052
C -0.7793 1.6867 -4.0220
H -1.1940 0.7496 -4.4729
H -0.4742 -0.4864 -2.6274
C -2.8174 -0.9419 -1.3230
C -2.3957 -0.0622 -0.2252
H -3.3382 -0.3888 -2.1205
H -3.4287 -1.7006 -0.8374
H -1.9961 -1.4587 -1.8633
C -2.5131 1.2869 -0.1154
C -3.8805 1.7832 0.0543
H -1.7802 1.9802 -0.5209
H -4.2114 2.2095 -0.8885
H -3.9220 2.4948 0.8640
H -4.5028 0.9265 0.2504
Ti -1.5851 -0.2663 1.4480
Cl -0.2960 1.5589 1.5987
Cl -3.3954 -0.3968 2.7067
H 4.5924 1.6172 -1.8075
H 4.5214 1.7365 1.0456
C 3.5243 1.5890 -1.6044
C 3.4387 1.5989 0.8517
N 3.2164 0.8757 -0.3804
H 2.9998 1.0771 -2.4086
C 2.9248 -0.4413 -0.3671
O 2.3520 -1.0372 0.5540
H 2.9876 1.0618 1.6946
H 3.2529 -0.9639 -1.2902
H 3.1482 2.6034 -1.5515
H 2.9975 2.6008 0.7904
H -0.4083 -5.0782 1.6888
H 1.3724 -5.4010 -0.0007
C -0.9921 -4.5354 0.9247
C 0.7959 -4.7820 -0.7115
N -0.0627 -3.8736 0.0236
H -1.6216 -3.7700 1.4026
C -0.0185 -2.5726 -0.0110
O -0.8396 -1.8660 0.7170
H 1.4845 -4.2531 -1.3753
H 0.7396 -2.0869 -0.6422
H -1.5877 -5.2511 0.3356
H 0.1559 -5.4681 -1.2862
C 0.7256 0.3325 6.2736
C -0.3842 -0.5766 5.7476
C -0.3473 -0.6641 4.3361
N -0.3478 -0.7780 3.1645
H 1.6726 -0.1203 5.9965
H 0.6959 0.4562 7.3500
H 0.6376 1.3134 5.8104
H -0.3067 -1.6062 6.1429
H -1.4015 -0.2283 6.0170
*
```